14 unconnected molecules or ions with the total composition C56H145N5O14 at a distorted geometry, computed with ωB97M-V with the def2-TZVPD basis set.

Geometry as ORCA input:
```
! RIJCOSX wB97M-V def2-TZVPD def2/J DEFGRID3
* xyz 0 1
C -6.89 -2.95 2.37
C -5.40 -2.71 2.80
C -4.85 -1.39 2.32
O -4.36 -1.51 0.96
C -4.06 -0.29 0.27
N -5.55 -2.67 4.21
H -7.44 -2.09 2.76
H -7.27 -3.87 2.76
H -7.07 -2.93 1.32
H -4.71 -3.53 2.50
H -3.99 -1.01 2.90
H -5.61 -0.60 2.47
H -3.67 -0.58 -0.71
H -3.22 0.31 0.72
H -5.03 0.25 0.23
H -4.64 -2.71 4.65
H -6.08 -3.49 4.49
C -1.46 -6.76 -7.89
C -1.87 -5.53 -7.12
C -1.19 -5.44 -5.77
O -1.73 -4.39 -5.02
C -1.47 -4.53 -3.59
N -1.59 -4.36 -7.94
H -1.76 -7.62 -7.25
H -0.43 -6.85 -8.03
H -1.96 -6.90 -8.85
H -2.97 -5.59 -6.92
H -0.14 -5.19 -5.88
H -1.35 -6.43 -5.18
H -1.51 -3.63 -2.99
H -0.48 -4.88 -3.40
H -2.09 -5.23 -3.08
H -1.89 -4.59 -8.89
H -2.02 -3.53 -7.63
C -1.71 -5.16 1.56
C -1.14 -3.81 1.02
C 0.26 -3.88 0.53
O 1.05 -4.27 1.71
C 2.36 -3.83 1.75
N -1.93 -3.38 -0.17
H -1.28 -5.59 2.44
H -1.47 -5.94 0.80
H -2.75 -4.98 1.75
H -1.08 -3.15 1.89
H 0.55 -2.92 0.13
H 0.32 -4.61 -0.32
H 2.43 -2.91 1.30
H 3.04 -4.53 1.13
H 2.72 -3.80 2.80
H -2.90 -3.53 0.02
H -1.70 -2.40 -0.25
C -1.14 2.45 -5.51
C 0.27 2.12 -5.99
C 0.28 0.84 -6.84
O 0.17 -0.24 -5.91
C -0.01 -1.55 -6.48
N 0.73 3.32 -6.60
H -1.64 3.06 -6.25
H -1.05 3.04 -4.54
H -1.62 1.52 -5.18
H 0.86 1.86 -5.12
H 1.10 0.82 -7.48
H -0.63 0.79 -7.50
H -0.43 -2.16 -5.72
H 0.96 -1.95 -6.81
H -0.70 -1.44 -7.36
H 1.70 3.35 -6.75
H 0.16 3.56 -7.41
C -5.02 -4.25 -1.75
C -5.71 -4.01 -3.13
C -5.91 -2.51 -3.38
O -6.75 -2.03 -2.34
C -6.92 -0.61 -2.45
N -4.98 -4.59 -4.28
H -4.00 -3.85 -1.87
H -5.01 -5.34 -1.61
H -5.66 -3.78 -1.03
H -6.58 -4.67 -3.19
H -6.46 -2.42 -4.35
H -4.92 -1.95 -3.44
H -7.41 -0.32 -3.35
H -5.98 -0.11 -2.31
H -7.57 -0.28 -1.62
H -5.54 -4.59 -5.10
H -4.12 -4.11 -4.45
C 4.10 1.23 3.06
C 4.75 0.79 1.74
O 5.70 1.78 1.38
C 6.25 1.59 0.04
C 6.71 2.90 -0.60
H 3.41 0.40 3.27
H 4.85 1.30 3.82
H 3.66 2.23 3.04
H 5.30 -0.20 1.86
H 3.92 0.66 0.99
H 7.15 0.90 0.15
H 5.56 1.14 -0.65
H 7.12 2.59 -1.58
H 7.44 3.29 0.10
H 6.01 3.75 -0.72
C -2.13 7.35 -2.02
C -2.36 6.03 -2.77
O -3.01 5.12 -1.90
C -3.54 4.00 -2.52
C -4.32 3.14 -1.62
H -3.05 7.82 -1.76
H -1.55 7.14 -1.16
H -1.49 8.02 -2.62
H -3.02 6.20 -3.67
H -1.46 5.51 -3.08
H -4.24 4.26 -3.37
H -2.68 3.43 -2.87
H -3.76 2.78 -0.76
H -4.60 2.24 -2.18
H -5.19 3.57 -1.16
C 5.28 -2.93 4.68
C 5.33 -1.85 5.65
O 4.00 -1.50 5.96
C 3.86 -0.49 6.96
C 2.36 -0.30 7.11
H 4.94 -2.64 3.69
H 6.30 -3.26 4.52
H 4.70 -3.68 5.14
H 5.86 -2.18 6.54
H 5.92 -1.01 5.17
H 4.26 -0.92 7.86
H 4.45 0.40 6.65
H 1.88 0.09 6.20
H 2.14 0.52 7.81
H 1.94 -1.25 7.38
C 4.73 5.56 2.67
C 3.82 5.11 1.62
O 2.54 4.75 2.22
C 1.61 4.29 1.32
C 0.35 4.18 2.12
H 4.74 4.80 3.44
H 5.74 5.64 2.26
H 4.48 6.64 2.99
H 3.64 5.78 0.74
H 4.28 4.21 1.23
H 1.56 5.04 0.53
H 1.99 3.26 0.87
H 0.56 3.60 3.04
H -0.41 3.60 1.57
H -0.13 5.15 2.44
C 1.97 -7.28 -3.86
C 1.89 -6.19 -2.90
O 2.03 -4.94 -3.60
C 2.11 -3.85 -2.68
C 2.34 -2.54 -3.41
H 1.30 -6.97 -4.65
H 3.02 -7.49 -4.19
H 1.52 -8.16 -3.31
H 0.88 -6.12 -2.49
H 2.54 -6.33 -2.04
H 1.15 -3.69 -2.10
H 2.88 -4.09 -1.96
H 2.58 -1.82 -2.72
H 1.40 -2.32 -3.94
H 3.20 -2.64 -4.06
C 1.72 7.77 -3.24
C 1.30 6.33 -3.35
O 2.33 5.54 -2.84
C 1.88 4.20 -2.84
C 2.96 3.20 -2.53
H 0.85 8.32 -3.34
H 2.15 7.93 -2.23
H 2.32 8.15 -4.05
H 0.38 6.18 -2.70
H 1.07 6.09 -4.41
H 1.18 4.07 -2.03
H 1.42 3.84 -3.71
H 3.88 3.30 -3.13
H 2.50 2.19 -2.71
H 3.19 3.28 -1.45
C 3.26 9.95 6.83
C 3.26 8.60 6.08
O 2.80 7.49 6.82
C 2.68 6.30 6.03
C 2.05 5.22 6.91
H 2.23 10.08 7.24
H 3.90 9.91 7.72
H 3.49 10.82 6.17
H 2.67 8.77 5.20
H 4.29 8.41 5.71
H 2.07 6.42 5.10
H 3.68 5.98 5.75
H 2.58 5.16 7.89
H 2.08 4.31 6.39
H 0.99 5.42 7.08
C 0.15 -3.76 4.61
C -1.30 -3.54 4.97
O -1.39 -3.07 6.31
C -2.69 -3.14 6.84
C -2.57 -3.26 8.40
H 0.62 -4.62 5.11
H 0.22 -3.84 3.54
H 0.50 -2.83 5.02
H -1.68 -2.84 4.22
H -1.91 -4.48 4.89
H -3.37 -2.29 6.56
H -3.21 -4.06 6.49
H -3.52 -3.32 8.87
H -1.99 -2.36 8.79
H -1.98 -4.18 8.57
C -0.72 0.02 2.73
C 0.37 -0.10 1.63
O -0.11 0.11 0.34
C 0.86 0.25 -0.66
C 0.14 0.62 -1.90
H -1.25 -0.89 2.85
H -0.25 0.22 3.73
H -1.50 0.76 2.70
H 1.05 0.77 1.73
H 0.92 -1.04 1.73
H 1.68 0.96 -0.46
H 1.38 -0.73 -0.83
H 0.86 0.79 -2.69
H -0.42 1.55 -1.76
H -0.64 -0.13 -2.12
*
```

electronic energy	-3547.3635	a.u.
E_LUMO	0.59	eV
orbital gap	9.562	eV

***

8 unconnected molecules or ions with the total composition C65H139N7O9 at a distorted geometry, computed with ωB97M-V with the def2-TZVPD basis set.

Geometry as ORCA input:
```
! RIJCOSX wB97M-V def2-TZVPD def2/J DEFGRID3
* xyz 0 1
C 0.86 2.45 -0.28
C -0.17 1.80 -1.21
C -1.32 2.86 -1.70
C 0.35 1.23 -2.56
C 1.17 -0.03 -2.32
C 0.25 -1.08 -1.62
C -0.47 -0.74 -0.26
C -1.73 -1.63 -0.15
C 0.47 -0.96 1.02
N -0.76 0.77 -0.27
O -1.59 1.22 0.73
H 1.05 3.42 -0.74
H 0.45 2.73 0.68
H 1.75 1.84 -0.13
H -2.08 2.35 -2.29
H -1.97 3.39 -0.99
H -0.80 3.56 -2.35
H -0.25 0.93 -3.41
H 1.18 1.86 -2.88
H 1.51 -0.57 -3.20
H 2.11 0.16 -1.81
H 0.84 -1.98 -1.46
H -0.49 -1.35 -2.37
H -1.34 -2.65 -0.20
H -2.26 -1.42 -1.08
H -2.26 -1.36 0.77
H -0.12 -0.94 1.94
H 1.36 -0.35 1.18
H 0.81 -2.00 1.09
H -1.11 1.00 1.53
C -0.27 -6.66 4.13
C -0.47 -5.33 3.26
C 0.64 -4.30 3.74
C -0.18 -5.55 1.77
C -1.07 -6.49 1.09
C -2.51 -5.96 1.23
C -3.01 -5.35 2.56
C -4.09 -4.39 2.34
C -3.55 -6.51 3.44
N -1.84 -4.78 3.24
O -2.16 -4.11 4.55
H 0.06 -7.60 3.70
H 0.55 -6.49 4.83
H -1.07 -6.90 4.84
H 0.47 -3.26 3.47
H 0.81 -4.50 4.80
H 1.56 -4.67 3.30
H 0.17 -4.71 1.17
H 0.80 -6.03 1.88
H -0.76 -6.78 0.09
H -0.96 -7.45 1.60
H -2.94 -6.93 0.97
H -2.63 -5.23 0.44
H -4.90 -4.88 1.80
H -3.93 -3.85 1.41
H -4.38 -3.77 3.19
H -4.39 -7.14 3.15
H -3.82 -6.08 4.41
H -2.75 -7.22 3.60
H -2.39 -3.23 4.23
C 6.53 -6.41 -2.03
C 5.99 -5.11 -2.68
C 7.05 -4.63 -3.68
C 4.67 -5.41 -3.49
C 3.89 -4.17 -3.98
C 3.65 -3.22 -2.78
C 4.89 -2.85 -1.88
C 5.75 -1.78 -2.64
C 4.32 -2.44 -0.52
N 5.67 -4.09 -1.64
O 6.79 -3.89 -0.81
H 6.49 -7.19 -2.79
H 7.53 -6.23 -1.62
H 5.93 -6.70 -1.17
H 8.03 -4.42 -3.24
H 7.17 -5.37 -4.47
H 6.73 -3.78 -4.28
H 4.93 -6.05 -4.33
H 4.04 -6.14 -2.98
H 4.46 -3.81 -4.83
H 2.86 -4.48 -4.13
H 2.75 -3.42 -2.20
H 3.33 -2.29 -3.26
H 5.77 -1.85 -3.72
H 6.80 -1.73 -2.35
H 5.36 -0.81 -2.35
H 5.12 -2.14 0.14
H 3.70 -3.19 -0.02
H 3.60 -1.63 -0.62
H 7.19 -3.13 -1.24
C -4.99 3.93 -1.03
C -6.32 4.68 -1.44
C -5.87 6.07 -2.00
C -6.84 3.78 -2.67
C -8.27 4.22 -3.14
C -9.17 4.14 -1.90
C -8.69 4.97 -0.65
C -8.96 6.40 -0.94
C -9.51 4.48 0.53
N -7.32 4.64 -0.37
O -6.90 5.36 0.71
H -4.46 3.64 -1.94
H -5.24 2.97 -0.57
H -4.40 4.26 -0.18
H -6.10 6.88 -1.31
H -6.21 6.39 -2.99
H -4.78 6.11 -1.97
H -6.08 3.86 -3.44
H -6.99 2.74 -2.39
H -8.74 3.67 -3.96
H -8.15 5.24 -3.48
H -9.17 3.10 -1.57
H -10.22 4.29 -2.11
H -9.99 6.59 -1.25
H -8.82 6.99 -0.04
H -8.36 6.82 -1.75
H -9.31 4.94 1.49
H -10.52 4.80 0.26
H -9.49 3.41 0.73
H -6.84 4.66 1.36
C 0.80 -0.74 6.12
C 1.98 -0.02 5.39
C 1.59 0.24 3.87
C 2.00 1.38 6.13
C 3.35 2.04 6.04
C 4.45 1.05 6.42
C 4.53 -0.16 5.49
C 5.10 0.25 4.08
C 5.53 -1.13 6.14
N 3.21 -0.82 5.57
O 3.14 -2.10 4.93
H 0.59 -1.60 5.48
H 0.98 -1.09 7.14
H -0.09 -0.13 6.23
H 1.11 -0.69 3.56
H 0.83 1.01 3.80
H 2.39 0.43 3.15
H 1.14 1.97 5.84
H 1.92 1.14 7.19
H 3.52 2.56 5.09
H 3.32 2.85 6.78
H 4.37 0.71 7.45
H 5.47 1.43 6.41
H 4.68 1.17 3.67
H 4.96 -0.65 3.47
H 6.17 0.48 4.15
H 6.53 -0.68 6.13
H 5.63 -2.11 5.67
H 5.29 -1.36 7.17
H 3.40 -2.65 5.67
C 1.17 7.51 0.71
C 2.27 7.53 1.85
C 3.63 7.18 1.29
C 2.26 8.97 2.47
C 3.04 9.03 3.77
C 2.50 7.98 4.72
C 2.44 6.46 4.20
C 3.89 5.83 4.22
C 1.36 5.73 5.01
N 1.81 6.52 2.85
O 1.59 5.20 2.33
H 0.17 7.68 1.10
H 1.42 8.28 -0.02
H 1.28 6.59 0.13
H 4.42 7.06 2.03
H 3.60 6.21 0.80
H 3.95 7.96 0.59
H 2.89 9.36 1.68
H 1.22 9.30 2.48
H 4.06 8.76 3.52
H 3.02 10.00 4.27
H 1.48 8.19 5.04
H 2.99 7.95 5.69
H 4.64 6.62 4.18
H 4.14 5.09 3.47
H 4.12 5.36 5.18
H 0.35 6.14 4.99
H 1.82 5.51 5.97
H 1.17 4.70 4.69
H 0.63 5.20 2.27
C -3.97 -4.34 -2.58
C -3.05 -4.90 -3.66
C -1.95 -5.76 -2.91
C -3.87 -5.91 -4.47
C -3.26 -6.34 -5.83
C -2.83 -5.14 -6.63
C -1.98 -4.10 -5.78
C -0.50 -4.44 -5.87
C -2.11 -2.68 -6.63
N -2.56 -3.86 -4.51
O -2.12 -2.74 -3.87
H -3.43 -3.71 -1.86
H -4.80 -3.86 -3.09
H -4.46 -5.15 -2.04
H -1.53 -5.19 -2.08
H -2.48 -6.62 -2.50
H -1.25 -6.17 -3.64
H -4.14 -6.77 -3.85
H -4.77 -5.38 -4.78
H -2.41 -7.02 -5.77
H -3.95 -6.95 -6.41
H -3.74 -4.67 -6.99
H -2.27 -5.56 -7.47
H -0.19 -5.46 -5.65
H 0.09 -3.75 -5.26
H -0.18 -4.45 -6.91
H -1.80 -2.83 -7.67
H -1.64 -1.85 -6.12
H -3.17 -2.44 -6.70
H -2.87 -2.15 -3.88
O 1.62 3.91 -4.51
C 2.88 4.37 -4.98
C 2.75 5.57 -5.94
O 2.22 5.11 -7.11
H 1.03 4.07 -5.25
H 3.48 4.66 -4.12
H 3.34 3.55 -5.54
H 3.75 5.99 -6.01
H 2.18 6.40 -5.51
H 2.10 5.90 -7.65
*
```

electronic energy	-3619.8732	a.u.
E_LUMO	0.44	eV
relative energy (zero: lowest compared OMol25 entry of this formula, charge and spin)	7.4291	eV
SMILES	CC1(C)CCCC(C)(C)N1O.CC1(C)CCCC(C)(C)N1O.CC1(C)CCCC(C)(C)N1O.CC1(C)CCCC(C)(C)N1O.CC1(C)CCCC(C)(C)N1O.CC1(C)CCCC(C)(C)N1O.CC1(C)CCCC(C)(C)N1O.OCCO
orbital gap	7.473	eV

***

2 unconnected molecules or ions with the total composition C4H5BrFN at a distorted geometry, computed with ωB97M-V with the def2-TZVPD basis set.

Geometry as ORCA input:
```
! RIJCOSX wB97M-V def2-TZVPD def2/J DEFGRID3
* xyz 0 1
C 1.86 0.97 0.50
C -1.39 -0.38 0.36
C -0.35 1.39 -0.38
C -0.99 -1.57 -0.49
N 0.77 1.40 0.07
F -0.53 -0.48 1.39
Br -1.44 2.84 -0.73
H 2.55 0.65 -0.19
H 2.00 0.83 1.55
H -0.82 -2.32 0.18
H -0.03 -1.57 -0.91
H -1.62 -1.76 -1.35
*
```

electronic energy	-2883.8250	a.u.
E_LUMO (alpha / beta)	-0.18 / -0.18	eV
relative energy (zero: lowest compared OMol25 entry of this formula, charge and spin)	4.3161	eV
orbital gap (alpha / beta)	7.526 / 7.524	eV

***

2 unconnected molecules or ions with the total composition C5H9NO at a distorted geometry, computed with ωB97M-V with the def2-TZVPD basis set.

Geometry as ORCA input:
```
! RIJCOSX wB97M-V def2-TZVPD def2/J DEFGRID3
* xyz 0 1
C -0.82 0.45 0.41
C 0.03 0.52 -0.82
C -0.27 -0.17 -2.03
C 0.60 0.30 -2.99
N 1.37 1.28 -2.41
C 0.86 1.57 -1.18
H -1.88 0.39 0.16
H -0.55 -0.48 0.95
H -0.74 1.23 1.16
H -1.05 -0.87 -2.25
H 1.06 -0.17 -3.85
H 1.97 1.82 -3.01
H 1.39 2.03 -0.36
O -0.70 -2.84 5.77
H -0.90 -3.12 4.86
H -0.37 -1.95 5.59
*
```

electronic energy	-325.8737	a.u.
E_LUMO	0.69	eV
relative energy (zero: lowest compared OMol25 entry of this formula, charge and spin)	1.7370	eV
SMILES	Cc1cc[nH]c1.O
orbital gap	8.943	eV

***

A molecular structure, C2H7N2O5Sn2 at a distorted geometry, computed with ωB97M-V with the def2-TZVPD basis set.

Geometry as ORCA input:
```
! RIJCOSX wB97M-V def2-TZVPD def2/J DEFGRID3
* xyz 3 1
Sn 1.47 0.19 3.25
Sn 2.97 1.29 -0.86
O 0.80 0.28 0.63
H -0.14 0.12 0.51
C -1.52 2.40 -0.72
N -0.60 3.47 -0.22
O 0.57 3.38 -0.61
O -1.01 4.24 0.60
H -2.05 1.93 0.11
H -0.96 1.67 -1.28
H -2.18 2.82 -1.49
C 0.48 -3.01 -0.65
N 0.26 -3.26 0.83
O -0.69 -3.92 1.10
O 1.06 -2.77 1.64
H 1.53 -3.19 -0.89
H 0.23 -1.97 -0.81
H -0.22 -3.69 -1.13
*
```

electronic energy	-993.1867	a.u.
E_LUMO	-15.10	eV
relative energy (zero: lowest compared OMol25 entry of this formula, charge and spin)	1.6980	eV
orbital gap	4.934	eV

***

- Number 5 is which compound?
  C2H7N2O5Sn2

***

- electronic energy of number 1 (C56H145N5O14)?
  -3547.3635 a.u.

***

Please write out number 5 again, unchanged.
A molecular structure, C2H7N2O5Sn2 at a distorted geometry, computed with ωB97M-V with the def2-TZVPD basis set.

Geometry as ORCA input:
```
! RIJCOSX wB97M-V def2-TZVPD def2/J DEFGRID3
* xyz 3 1
Sn 1.47 0.19 3.25
Sn 2.97 1.29 -0.86
O 0.80 0.28 0.63
H -0.14 0.12 0.51
C -1.52 2.40 -0.72
N -0.60 3.47 -0.22
O 0.57 3.38 -0.61
O -1.01 4.24 0.60
H -2.05 1.93 0.11
H -0.96 1.67 -1.28
H -2.18 2.82 -1.49
C 0.48 -3.01 -0.65
N 0.26 -3.26 0.83
O -0.69 -3.92 1.10
O 1.06 -2.77 1.64
H 1.53 -3.19 -0.89
H 0.23 -1.97 -0.81
H -0.22 -3.69 -1.13
*
```

electronic energy	-993.1867	a.u.
E_LUMO	-15.10	eV
relative energy (zero: lowest compared OMol25 entry of this formula, charge and spin)	1.6980	eV
orbital gap	4.934	eV

***

Copy entry 3 word for word.
2 unconnected molecules or ions with the total composition C4H5BrFN at a distorted geometry, computed with ωB97M-V with the def2-TZVPD basis set.

Geometry as ORCA input:
```
! RIJCOSX wB97M-V def2-TZVPD def2/J DEFGRID3
* xyz 0 1
C 1.86 0.97 0.50
C -1.39 -0.38 0.36
C -0.35 1.39 -0.38
C -0.99 -1.57 -0.49
N 0.77 1.40 0.07
F -0.53 -0.48 1.39
Br -1.44 2.84 -0.73
H 2.55 0.65 -0.19
H 2.00 0.83 1.55
H -0.82 -2.32 0.18
H -0.03 -1.57 -0.91
H -1.62 -1.76 -1.35
*
```

electronic energy	-2883.8250	a.u.
E_LUMO (alpha / beta)	-0.18 / -0.18	eV
relative energy (zero: lowest compared OMol25 entry of this formula, charge and spin)	4.3161	eV
orbital gap (alpha / beta)	7.526 / 7.524	eV